[1]
# C33H40AsFN4O2SSiV

A structure of composition C33H40AsFN4O2SSiV (the ωB97M-V functional and the def2-TZVPD basis, the Open Molecules 2025 dataset).

CARTESIAN COORDINATES (ANGSTROEM)
V -0.26 0.26 -0.04
C 4.14 -3.13 3.13
C 3.11 -2.30 2.34
O 2.98 -2.58 1.14
C 2.37 -1.36 3.12
C 1.39 -0.44 2.72
C 0.41 0.00 3.78
N 1.26 0.16 1.54
N 2.48 0.12 0.82
C 2.36 -0.20 -0.42
O 1.26 -0.57 -1.02
C 3.60 0.02 -1.23
C 3.61 -0.39 -2.56
C 4.73 -0.18 -3.36
C 5.84 0.46 -2.84
C 5.83 0.88 -1.51
C 4.72 0.67 -0.71
H 3.69 -4.09 3.40
H 4.99 -3.33 2.47
H 4.48 -2.64 4.04
H 2.47 -1.49 4.19
H 0.99 0.41 4.62
H -0.24 0.78 3.40
H -0.19 -0.82 4.17
H 2.73 -0.87 -2.96
H 4.72 -0.51 -4.39
H 6.71 0.64 -3.46
H 6.69 1.40 -1.10
H 4.69 0.99 0.32
S -3.85 0.97 -2.68
C -4.30 -0.39 -1.72
C -3.27 -0.81 -0.93
C -2.06 -0.04 -1.05
C -2.26 0.97 -1.98
C -1.21 1.91 -2.27
C -1.19 2.83 -3.30
C -0.07 3.60 -3.57
C 1.07 3.38 -2.75
C 1.00 2.48 -1.73
N -0.11 1.75 -1.42
H -5.29 -0.82 -1.81
H -3.37 -1.66 -0.28
H -2.09 2.93 -3.92
H -0.06 4.31 -4.38
H 2.00 3.91 -2.92
H 1.86 2.32 -1.08
C -0.36 3.83 0.93
Si -1.75 2.85 1.69
C -1.67 3.31 3.53
C -3.35 3.52 0.97
N -1.58 1.15 1.45
C -2.37 0.27 2.11
C -3.48 0.58 2.93
C -4.22 -0.39 3.61
C -3.90 -1.74 3.51
C -2.83 -2.09 2.70
C -2.12 -1.12 2.05
F -1.09 -1.53 1.26
H -0.29 4.79 1.46
H -0.50 4.02 -0.13
H 0.60 3.31 1.05
H -2.05 4.33 3.66
H -0.63 3.30 3.85
H -2.23 2.65 4.19
H -3.32 4.61 0.92
H -4.24 3.23 1.53
H -3.47 3.13 -0.05
H -3.78 1.61 3.03
H -5.05 -0.07 4.22
H -4.48 -2.49 4.03
H -2.52 -3.12 2.56
C -0.03 -5.10 -2.34
As -0.53 -3.22 -2.00
C 0.49 -2.48 -3.51
C -2.23 -3.32 -3.00
H -0.06 -5.32 -3.41
H -0.73 -5.75 -1.81
H 0.97 -5.29 -1.94
H 0.11 -2.88 -4.45
H 1.54 -2.74 -3.38
H 0.40 -1.39 -3.49
H -2.09 -3.92 -3.90
H -2.53 -2.31 -3.26
H -3.01 -3.75 -2.37

total charge = -2
HOMO-LUMO gap (spin up / spin down) = 5.46 / 3.71 eV
spin multiplicity = 2
LUMO energy (spin up / spin down) = 4.37 / 4.37 eV
<S²> = 1.1699

---

[2]
# C33H40ClN2O2Pt

A structure of composition C33H40ClN2O2Pt (the ωB97M-V functional and the def2-TZVPD basis, the Open Molecules 2025 dataset).

CARTESIAN COORDINATES (ANGSTROEM)
Pt 0.32 -0.68 -0.57
Cl 0.68 -7.40 3.07
C 0.26 -5.83 2.57
C -0.64 -5.15 3.43
C -0.92 -3.86 3.14
C -0.33 -3.10 2.00
O -0.89 -2.02 1.68
C 0.82 -3.76 1.37
C 1.68 -3.09 0.43
O 1.75 -1.89 0.15
C 1.01 -5.17 1.63
H -1.05 -5.67 4.33
H -1.62 -3.29 3.76
H 2.40 -3.75 0.05
H 1.47 -5.87 0.89
C -2.77 3.60 -2.70
C -1.40 2.86 -2.86
C -0.35 3.63 -3.68
C -1.58 1.44 -3.39
C -2.00 1.36 -4.72
C -2.29 0.10 -5.26
C -2.29 -1.01 -4.43
C -2.09 -0.97 -2.98
C -2.38 -2.24 -2.26
C -3.12 -2.05 -0.95
C -1.12 -3.17 -2.20
C -1.71 0.30 -2.51
N -1.21 0.50 -1.19
C -1.40 1.47 -0.26
C -0.34 1.80 0.64
N 0.59 0.86 0.84
C 1.72 1.01 1.69
C 1.59 0.82 3.07
C 2.78 0.41 3.69
C 4.02 0.44 3.10
C 4.07 0.78 1.78
C 2.93 1.19 1.05
C 3.09 1.82 -0.30
C 2.22 3.09 -0.44
C 2.91 0.93 -1.54
C 0.47 0.90 4.03
C -0.88 1.33 3.48
C 0.77 1.73 5.36
H -3.64 2.89 -2.66
H -2.97 4.21 -3.59
H -2.81 4.24 -1.82
H -0.87 2.73 -1.90
H -0.45 3.42 -4.77
H 0.67 3.40 -3.46
H -0.44 4.75 -3.68
H -2.00 2.29 -5.35
H -2.47 0.02 -6.26
H -2.61 -1.92 -4.95
H -3.03 -2.86 -2.96
H -2.45 -2.19 -0.11
H -3.93 -2.79 -0.80
H -3.51 -1.05 -0.73
H -0.39 -2.68 -1.49
H -0.61 -3.17 -3.16
H -1.52 -4.18 -1.91
H -2.40 1.94 -0.31
H -0.34 2.80 1.11
H 2.53 0.12 4.75
H 4.97 0.33 3.65
H 5.03 0.57 1.31
H 4.09 2.15 -0.36
H 1.23 2.93 -0.86
H 2.72 3.82 -1.02
H 2.05 3.65 0.52
H 1.91 0.40 -1.68
H 3.71 0.22 -1.49
H 3.05 1.53 -2.46
H 0.30 -0.09 4.47
H -1.51 1.39 4.34
H -1.29 0.65 2.70
H -0.82 2.36 3.01
H 0.00 2.53 5.40
H 1.83 2.10 5.23
H 0.78 1.10 6.25

total charge = +1
HOMO-LUMO gap (spin up / spin down) = 5.26 / 4.53 eV
spin multiplicity = 5
LUMO energy (spin up / spin down) = -4.24 / -6.34 eV
<S²> = 6.0646

---

[3]
# C33H40F9N4O2ReTe

A structure of composition C33H40F9N4O2ReTe (the ωB97M-V functional and the def2-TZVPD basis, the Open Molecules 2025 dataset).

CARTESIAN COORDINATES (ANGSTROEM)
Re -0.17 -0.61 1.38
N 0.50 0.57 3.13
C 0.29 -0.22 4.38
C -1.17 -0.61 4.43
N -1.66 -0.92 3.05
C -2.92 -0.17 2.77
C -3.15 -0.08 1.28
N -1.91 0.46 0.67
H 1.50 0.73 3.02
H 0.08 1.49 3.23
H 0.57 0.36 5.26
H 0.94 -1.09 4.32
H -1.76 0.22 4.83
H -1.32 -1.46 5.10
H -1.87 -1.91 3.01
H -2.80 0.84 3.18
H -3.76 -0.64 3.28
H -4.00 0.57 1.07
H -3.34 -1.06 0.85
H -1.87 1.47 0.83
H -1.97 0.35 -0.34
F -0.64 -3.72 2.48
C -1.41 -4.16 1.45
F -2.67 -3.95 1.82
F -1.20 -5.45 1.31
C -1.09 -3.35 0.16
O -1.19 -2.00 0.43
C -2.18 -3.66 -0.91
F -3.30 -2.99 -0.63
F -1.76 -3.25 -2.11
F -2.47 -4.95 -0.98
C 0.31 -3.78 -0.40
F 0.84 -2.77 -1.10
F 1.16 -4.08 0.59
F 0.21 -4.84 -1.19
C -3.93 4.68 0.97
C -2.69 4.04 0.42
C -2.60 3.66 -0.91
C -1.45 3.09 -1.46
C -1.44 2.89 -2.95
C -0.38 2.82 -0.60
Te 1.45 1.85 -1.07
N 1.24 0.24 0.27
C 2.57 -0.19 0.32
O 3.38 0.27 -0.46
C 2.95 -1.14 1.38
C 4.31 -1.29 1.66
C 4.72 -2.14 2.67
C 3.79 -2.86 3.40
C 2.43 -2.72 3.12
C 2.02 -1.85 2.12
C 1.40 0.87 -2.92
C 0.39 -0.01 -3.32
C -0.83 -0.29 -2.50
C 0.55 -0.66 -4.54
C 1.66 -0.45 -5.35
C 1.80 -1.16 -6.66
C 2.63 0.44 -4.92
C 2.53 1.12 -3.71
C 3.62 2.08 -3.32
C -0.38 3.31 0.72
C 0.85 3.37 1.60
C -1.55 3.88 1.22
H -4.80 4.43 0.37
H -3.82 5.76 0.97
H -4.11 4.37 2.00
H -3.44 3.85 -1.57
H -1.51 3.87 -3.42
H -2.30 2.31 -3.28
H -0.54 2.41 -3.32
H 5.03 -0.72 1.08
H 5.78 -2.25 2.89
H 4.11 -3.54 4.17
H 1.71 -3.32 3.65
H 0.93 -2.02 1.88
H -1.26 0.64 -2.11
H -0.58 -0.94 -1.66
H -1.59 -0.79 -3.09
H -0.22 -1.35 -4.86
H 1.11 -2.00 -6.74
H 2.82 -1.53 -6.79
H 1.60 -0.47 -7.48
H 3.50 0.62 -5.54
H 4.38 2.13 -4.11
H 4.12 1.77 -2.40
H 3.25 3.10 -3.18
H 1.41 2.43 1.64
H 0.58 3.65 2.62
H 1.53 4.14 1.23
H -1.56 4.26 2.23

total charge = +2
HOMO-LUMO gap = 7.70 eV
LUMO energy = -5.93 eV

---

[4]
# C33H40IrN2O7P2S

A structure of composition C33H40IrN2O7P2S (the ωB97M-V functional and the def2-TZVPD basis, the Open Molecules 2025 dataset).

CARTESIAN COORDINATES (ANGSTROEM)
Ir -0.14 -0.03 -0.03
O 2.19 -0.79 3.30
C 1.65 0.12 2.73
O 1.48 0.29 1.48
C 1.12 1.30 3.55
C 1.75 1.55 4.76
C 1.39 2.66 5.50
C 0.40 3.51 5.03
C -0.25 3.24 3.84
C 0.10 2.12 3.08
P -0.87 1.81 1.56
C -1.04 3.45 0.82
C 0.04 3.94 0.09
C -0.01 5.21 -0.44
C -1.13 6.00 -0.25
C -2.22 5.51 0.46
C -2.18 4.23 0.99
C -2.54 1.38 2.13
C -2.91 1.27 3.46
C -4.23 0.98 3.77
C -5.15 0.74 2.76
C -4.76 0.80 1.43
C -3.46 1.12 1.11
H 2.53 0.87 5.08
H 1.90 2.86 6.43
H 0.12 4.38 5.60
H -1.05 3.88 3.50
H 0.91 3.31 -0.05
H 0.84 5.61 -1.00
H -1.17 7.00 -0.66
H -3.09 6.13 0.62
H -3.03 3.86 1.55
H -2.19 1.44 4.25
H -4.53 0.94 4.81
H -6.17 0.50 3.02
H -5.48 0.60 0.65
H -3.14 1.19 0.08
C -0.92 -1.63 3.75
C -1.32 -2.25 2.47
N -1.16 -1.79 1.24
C -1.70 -2.71 0.39
C -2.20 -3.76 1.13
N -1.94 -3.44 2.43
C -2.94 -5.05 0.86
O -3.23 -5.35 -0.37
O -3.22 -5.71 1.82
C -1.73 -2.47 -1.09
O -2.27 -3.30 -1.80
O -1.17 -1.39 -1.44
H -0.88 -0.55 3.65
H 0.08 -1.97 4.05
H -1.62 -1.90 4.53
H -2.20 -4.06 3.20
H -2.94 -4.70 -1.07
C 0.08 3.18 -3.52
S -0.70 1.56 -3.15
C -2.41 2.03 -3.56
O -0.69 1.54 -1.64
H 0.23 3.24 -4.59
H 1.04 3.23 -3.01
H -0.55 4.00 -3.18
H -2.45 2.28 -4.62
H -2.71 2.87 -2.95
H -3.05 1.17 -3.37
C 3.55 -0.22 -3.64
C 2.24 0.00 -2.90
P 2.34 -0.08 -1.06
C 2.93 -1.80 -0.73
C 2.36 -2.45 0.52
C 3.78 1.05 -0.69
C 3.83 1.72 0.67
H 3.37 -0.19 -4.71
H 3.99 -1.19 -3.41
H 4.28 0.55 -3.40
H 1.50 -0.75 -3.20
H 1.84 0.98 -3.17
H 4.02 -1.79 -0.70
H 2.61 -2.38 -1.60
H 2.64 -1.89 1.42
H 2.74 -3.46 0.63
H 1.27 -2.48 0.46
H 3.77 1.82 -1.47
H 4.67 0.43 -0.82
H 2.98 2.40 0.80
H 4.75 2.31 0.75
H 3.83 1.00 1.48

relative energy (zero: lowest compared OMol25 entry of this formula, charge and spin) = 291.4 kJ/mol
total charge = +2
HOMO-LUMO gap (spin up / spin down) = 7.89 / 3.84 eV
spin multiplicity = 6
LUMO energy (spin up / spin down) = -5.78 / -10.37 eV
<S²> = 8.7672

---

[5]
# C33H40N7V

A structure of composition C33H40N7V (the ωB97M-V functional and the def2-TZVPD basis, the Open Molecules 2025 dataset).

CARTESIAN COORDINATES (ANGSTROEM)
V 0.06 -0.24 -0.58
N -0.56 -0.13 -4.66
C 0.38 -1.12 -4.84
C 0.79 -1.48 -3.60
N 0.11 -0.74 -2.67
C -0.68 0.08 -3.34
C -1.58 0.94 -2.58
N -1.60 0.82 -1.27
C -2.57 1.66 -0.80
C -3.15 2.29 -1.85
N -2.51 1.82 -2.97
H -1.06 0.34 -5.39
H 0.66 -1.47 -5.82
H 1.52 -2.23 -3.33
H -2.79 1.75 0.25
H -3.95 3.02 -1.90
H -2.69 2.14 -3.91
C 3.72 -2.13 1.84
C 3.14 -0.98 1.01
C 4.16 -0.49 -0.02
C 2.65 0.12 1.93
C 3.57 0.84 2.68
C 3.16 1.79 3.60
C 1.81 2.03 3.79
C 0.84 1.34 3.05
C -0.63 1.59 3.33
C -0.96 3.07 3.57
C -1.09 0.79 4.56
C 1.29 0.40 2.11
N 0.32 -0.35 1.34
C -0.25 -1.38 1.94
C -1.13 -2.21 1.28
C -1.90 -3.25 1.80
C -2.63 -3.73 0.74
C -2.28 -2.97 -0.40
N -1.36 -2.03 -0.10
C -2.80 -3.26 -1.79
C -1.67 -3.85 -2.64
C -3.95 -4.28 -1.74
C -3.34 -1.99 -2.44
H 3.97 -2.98 1.20
H 3.02 -2.47 2.60
H 4.64 -1.82 2.34
H 2.29 -1.39 0.47
H 4.99 0.02 0.46
H 3.70 0.21 -0.72
H 4.57 -1.33 -0.58
H 4.63 0.64 2.56
H 3.89 2.34 4.18
H 1.49 2.76 4.52
H -1.20 1.24 2.47
H -0.59 3.41 4.54
H -2.05 3.21 3.57
H -0.53 3.72 2.81
H -0.54 1.11 5.44
H -0.92 -0.28 4.44
H -2.16 0.94 4.75
H 0.01 -1.61 2.97
H -1.90 -3.59 2.82
H -3.35 -4.54 0.76
H -1.34 -4.80 -2.22
H -0.82 -3.18 -2.67
H -2.01 -4.03 -3.66
H -3.60 -5.25 -1.37
H -4.35 -4.43 -2.74
H -4.76 -3.94 -1.10
H -2.57 -1.24 -2.51
H -4.17 -1.57 -1.87
H -3.70 -2.21 -3.45
N 0.96 1.10 -0.78
C 1.43 2.43 -0.82
C 0.80 3.40 -0.05
C 1.24 4.71 -0.07
C 2.32 5.06 -0.88
C 2.94 4.09 -1.66
C 2.50 2.78 -1.63
H -0.04 3.10 0.58
H 0.75 5.46 0.53
H 2.68 6.08 -0.90
H 3.78 4.36 -2.29
H 2.97 2.02 -2.24

relative energy (zero: lowest compared OMol25 entry of this formula, charge and spin) = 0.0 kJ/mol
total charge = +1
HOMO-LUMO gap (spin up / spin down) = 7.05 / 7.34 eV
spin multiplicity = 2
LUMO energy (spin up / spin down) = -3.04 / -2.90 eV
<S²> = 0.8784

---

Taking the records one at a time from the top gives E_tot values of -152883.609; -57700.806; -78794.578; -84417.901; -70985.694 eV.